(1)
Here is C4H4N2O2 in the gas phase at a distorted geometry from the OMol25 dataset. Energies are from wB97M-V/def2-TZVPD.

Each line ends with the Mulliken charge.
Geometry (Å):
N 0.093 -0.748 -1.660  -0.497
C -0.571 0.262 0.384  0.640
C 1.064 -1.026 -0.724  0.654
C -0.170 0.460 1.749  -0.335
C 0.775 0.951 0.962  -0.531
O -1.640 0.953 -0.168  -0.472
N -0.253 -0.964 -0.252  -0.239
O 2.008 -1.763 -0.663  -0.473
H -1.795 0.609 -1.063  0.358
H -0.083 -1.577 -2.227  0.269
H -0.668 0.923 2.590  0.330
H 1.239 1.921 1.071  0.295

Results
LUMO energy	-0.1	eV
structure (SMILES)	O=C1NN1C1(O)C=C1
orbital gap	9.4	eV

(2)
Here is C4H4N2O2 in the gas phase at a distorted geometry from the OMol25 dataset. Energies are from wB97M-V/def2-TZVPD.

Each line ends with the Mulliken charge.
Geometry (Å):
C 0.430 -1.268 -0.033  -0.265
C -0.856 -1.380 0.049  -0.520
C -1.443 -0.029 -0.072  0.625
C -0.155 0.884 -0.104  0.261
H 2.588 0.701 -0.310  0.339
H 1.057 -2.175 -0.006  0.370
H -1.484 -2.270 0.322  0.345
H -0.743 2.772 -0.087  0.292
N 0.917 -0.032 -0.294  0.093
N 0.080 2.092 0.054  -0.595
O 2.128 0.222 0.330  -0.405
O -2.519 0.485 0.152  -0.541

Results
LUMO energy	-0.4	eV
structure (SMILES)	[H]/N=C1\C(=O)C=CN1O
orbital gap	8.9	eV

(3)
Here is C4H4N2O2 in the gas phase at a distorted geometry from the OMol25 dataset. Energies are from wB97M-V/def2-TZVPD.

Each line ends with the Mulliken charge.
Geometry (Å):
C -2.238 0.216 -0.320  -0.525
C -1.180 -0.649 0.236  -0.079
C 2.362 -0.527 -0.251  0.185
C 0.808 1.124 0.336  0.456
H -3.198 -0.416 -0.365  0.244
H -2.352 1.497 -0.407  0.245
H -1.434 -1.717 0.213  0.325
H 3.194 -1.220 -0.113  0.323
N 0.237 -0.124 0.688  0.055
N 2.228 0.722 -0.142  -0.415
O 1.103 -1.207 0.041  -0.312
O 0.471 2.302 0.084  -0.500

Results
LUMO energy	0.1	eV
structure (SMILES)	C=Cn1ocnc1=O
orbital gap	9.9	eV

(4)
Here is C4H4N2O2 in the gas phase at a distorted geometry from the OMol25 dataset. Energies are from wB97M-V/def2-TZVPD.

Each line ends with the Mulliken charge.
Geometry (Å):
C -0.607 0.334 0.127  0.753
C 0.502 1.354 -0.003  -0.325
C 1.740 0.960 -0.059  -0.226
C 1.102 -1.348 0.022  0.019
H -2.163 -1.160 0.013  0.411
H 0.126 2.412 0.000  0.317
H 2.645 1.576 0.043  0.365
H 1.486 -2.352 0.022  0.398
N -1.840 0.664 0.044  -0.460
N -0.144 -0.995 0.055  -0.560
O -2.744 -0.331 -0.108  -0.328
O 2.166 -0.413 -0.053  -0.364

Results
LUMO energy	0.4	eV
structure (SMILES)	O/N=c1/ccocn1
orbital gap	9.2	eV

(5)
Here is C4H4N2O2 in the gas phase at a distorted geometry from the OMol25 dataset. Energies are from wB97M-V/def2-TZVPD.

Each line ends with the Mulliken charge.
Geometry (Å):
C 0.115 0.944 -0.996  0.604
C -0.943 0.442 1.252  -0.021
C 1.064 -1.242 -0.030  -0.049
C 1.001 -0.183 -0.897  -0.234
H -1.991 0.908 1.878  0.273
H 0.363 -2.615 1.392  0.225
H 2.002 -1.880 0.083  0.249
H 1.930 -0.323 -1.599  0.200
N -0.830 -0.866 1.734  -0.338
N 0.253 -1.665 1.048  -0.108
O 0.164 1.539 -2.045  -0.517
O -0.874 1.194 -0.105  -0.284

Results
LUMO energy	-0.6	eV
structure (SMILES)	O=C1C=CNN=CO1
orbital gap	8.4	eV

(6)
Here is C4H4N2O2 in the gas phase at a distorted geometry from the OMol25 dataset. Energies are from wB97M-V/def2-TZVPD.

Each line ends with the Mulliken charge.
Geometry (Å):
C 1.320 -0.543 -0.139  0.290
C -0.969 -0.963 -0.239  0.401
C -0.493 1.299 0.602  -0.337
C 0.539 0.822 -0.434  0.076
H 0.382 -2.342 0.339  0.184
H -0.730 2.393 0.326  0.208
H -0.830 1.049 1.618  0.256
H 0.725 1.510 -1.439  0.280
N 0.274 -1.521 -0.087  -0.083
N -0.770 0.531 -0.666  -0.320
O 2.500 -0.779 0.100  -0.556
O -1.949 -1.458 0.018  -0.400

Results
LUMO energy	0.8	eV
structure (SMILES)	O=C1NC(=O)N2C[C@@H]12
orbital gap	10.8	eV

(7)
Here is C4H4N2O2 in the gas phase at a distorted geometry from the OMol25 dataset. Energies are from wB97M-V/def2-TZVPD.

Each line ends with the Mulliken charge.
Geometry (Å):
N -1.164 0.655 -0.718  -0.244
C -1.069 -0.795 -0.032  0.332
C 0.348 -0.413 0.492  0.706
C 1.452 -0.711 -0.201  -0.859
O -0.294 1.558 -1.302  -0.370
C 0.407 0.092 1.820  0.062
O -1.982 -1.265 0.550  -0.423
N 0.452 0.389 2.931  -0.418
H 0.061 1.138 -2.105  0.344
H -2.034 1.143 -0.501  0.240
H 2.425 -0.662 0.261  0.310
H 1.398 -1.128 -1.195  0.320

Results
LUMO energy (alpha / beta)	-0.5 / -0.5	eV
structure (SMILES)	C=C(C#N)C(=O)NO
orbital gap (alpha / beta)	8.8 / 8.8	eV

(8)
Here is C4H4N2O3 in the gas phase at a distorted geometry from the OMol25 dataset. Energies are from wB97M-V/def2-TZVPD.

Each line ends with the Mulliken charge.
Geometry (Å):
C 0.110 0.509 -0.160  0.703
C 0.273 -0.907 -0.022  -0.241
C -0.792 -1.567 0.478  -0.221
C -2.073 0.351 0.785  0.605
H 2.842 1.336 -0.376  0.261
H 2.282 1.235 -1.881  0.272
H 1.163 -1.469 -0.267  0.416
H -0.789 -2.644 0.666  0.393
N 2.223 0.800 -0.966  -0.541
N 0.907 1.448 -0.528  -0.477
O -1.962 -1.010 0.790  -0.316
O -3.121 0.869 1.143  -0.550
O -1.063 1.050 0.337  -0.306

Results
LUMO energy	0.2	eV
structure (SMILES)	N/N=c1\ccoc(=O)o1
orbital gap	10.1	eV

(9)
Here is 2 unconnected molecules or ions with the total composition C4H4N2OS at a distorted geometry from the OMol25 dataset. Energies are from wB97M-V/def2-TZVPD.

Each line ends with the Mulliken charge.
Geometry (Å):
C 0.958 1.262 -0.032  -0.973
C -0.030 0.192 -0.091  0.460
C -1.346 0.323 0.156  -0.424
C 0.576 -1.281 0.007  0.409
H 1.021 1.501 1.228  0.243
H 0.580 2.392 -1.009  0.261
H 2.051 0.837 -0.609  0.341
H -2.004 1.153 0.367  0.443
N -2.075 -0.826 0.050  -0.076
N -1.779 -1.938 -0.088  -0.055
O -0.225 -2.228 -0.046  -0.295
S 2.273 -1.387 0.065  -0.335

Results
LUMO energy	-1.1	eV
orbital gap	7.4	eV

(10)
Here is C4H4N2OS in the gas phase at a distorted geometry from the OMol25 dataset. Energies are from wB97M-V/def2-TZVPD.

Each line ends with the Mulliken charge.
Geometry (Å):
C 2.341 -0.157 -0.099  -0.150
C 1.632 -1.424 0.095  -0.338
C 0.265 -1.422 0.124  -0.211
C -0.589 -0.205 0.154  0.122
H 0.321 2.834 0.405  0.398
H 3.391 -0.065 -0.408  0.368
H 2.137 -2.457 -0.212  0.249
H -0.251 -2.431 0.174  0.320
N 0.243 0.762 -0.042  0.923
N 1.555 0.919 -0.038  -0.813
O -0.323 2.034 0.037  -0.567
S -2.343 -0.416 -0.084  -0.300

Results
LUMO energy	-0.4	eV
structure (SMILES)	On1ncccc1=S
orbital gap	7.7	eV

(11)
Here is 2 unconnected molecules or ions with the total composition C4H4N3O3 at a distorted geometry from the OMol25 dataset. Energies are from wB97M-V/def2-TZVPD.

Each line ends with the Mulliken charge.
Geometry (Å):
C 2.885 -1.581 0.071  0.552
C 4.399 0.412 0.013  0.600
C 0.581 1.309 0.133  0.378
C -1.274 -0.439 0.143  -0.726
N 3.267 -0.490 0.365  -0.234
N 1.437 2.108 0.013  -0.551
N -0.372 0.647 0.502  -0.427
O 2.293 -2.585 -0.041  -0.538
O 4.054 1.625 -0.098  -0.786
O 5.482 -0.125 -0.069  -0.643
H -0.815 -0.911 -0.644  0.319
H -1.209 -1.041 0.983  0.260
H -2.253 -0.060 0.014  0.299
H 2.420 2.049 0.036  0.497

Results
LUMO energy	3.5	eV
total charge	-1
orbital gap	8.7	eV

(12)
Here is C4H4N4 in the gas phase from the OMol25 dataset. Energies are from wB97M-V/def2-TZVPD.

Each line ends with the Mulliken charge.
Geometry (Å):
C -1.488 0.325 -2.286  -0.266
C 0.267 0.522 0.207  0.439
C 0.976 -1.191 1.261  -0.035
C 1.020 0.012 2.127  -0.112
H -2.354 0.316 -1.618  0.284
H -1.566 -0.028 -3.290  0.271
H 1.229 -2.218 1.502  0.405
H 1.358 0.056 3.148  0.404
N -0.348 0.767 -1.936  -0.258
N -0.198 1.277 -0.708  -0.210
N 0.520 -0.875 0.100  -0.449
N 0.584 1.038 1.494  -0.474

Results
LUMO energy	-1.1	eV
structure (SMILES)	C=NN=C1N=CC=N1
orbital gap	8.8	eV

Computed energy above the lowest of the compared OMol25 structures with the same formula, charge and spin (kcal per mole) in order:
158.1, 86.4, 144.9, 83.4, 122.7, 68.7, 132.0, 52.4, 150.2, 107.3, 51.5, 52.3